{
  "formula": "C29H44N6PtSSi4Te",
  "method": "wB97M-V/def2-TZVPD",
  "relative_energy_ev": 0.000,
  "orbital_gap_ev": 6.68,
  "molar_mass_g_mol": 943.802,
  "homo_ev": -6.610,
  "e_tot_ev": -92617.64272,
  "symbols": ["Pt", "S", "C", "C", "C", "C", "C", "C", "C", "C", "C", "N", "H", "H", "H", "H", "H", "H", "C", "C", "N", "C", "C", "N", "C", "N", "N", "N", "C", "C", "C", "C", "C", "C", "H", "H", "H", "H", "H", "H", "H", "H", "H", "H", "H", "C", "Si", "C", "C", "Si", "Te", "Si", "C", "C", "C", "Si", "C", "C", "C", "H", "H", "H", "H", "H", "H", "H", "H", "H", "H", "H", "H", "H", "H", "H", "H", "H", "H", "H", "H", "H", "H", "H", "H", "H", "H", "H"],
  "positions_angstrom": [[0.26, -0.56, -0.07], [4.11, 1.45, 0.78], [4.51, -0.16, 0.37], [3.42, -0.92, 0.07], [2.19, -0.19, 0.18], [2.44, 1.11, 0.56], [1.34, 2.03, 0.71], [1.44, 3.40, 0.96], [0.30, 4.17, 1.03], [-0.94, 3.56, 0.84], [-0.97, 2.20, 0.59], [0.13, 1.46, 0.53], [5.55, -0.47, 0.36], [3.48, -1.95, -0.22], [2.42, 3.84, 1.10], [0.36, 5.23, 1.22], [-1.86, 4.13, 0.87], [-1.90, 1.67, 0.45], [-1.84, -0.34, -2.81], [-2.41, -0.85, -1.54], [-1.88, -0.76, -0.34], [-2.75, -1.35, 0.54], [-3.83, -1.80, -0.13], [-3.60, -1.49, -1.46], [-4.51, -1.75, -2.55], [-5.24, -0.58, -2.98], [-4.95, -0.03, -4.18], [-5.64, 1.03, -4.34], [-6.42, 1.21, -3.21], [-7.33, 2.22, -2.90], [-7.95, 2.14, -1.67], [-7.68, 1.09, -0.77], [-6.78, 0.09, -1.07], [-6.15, 0.18, -2.32], [-0.87, 0.10, -2.60], [-2.49, 0.41, -3.27], [-1.69, -1.15, -3.52], [-2.54, -1.39, 1.60], [-4.70, -2.35, 0.19], [-5.21, -2.52, -2.22], [-3.96, -2.12, -3.41], [-7.54, 3.02, -3.59], [-8.67, 2.90, -1.39], [-8.19, 1.06, 0.18], [-6.57, -0.71, -0.38], [-2.89, -5.32, -1.61], [-1.16, -5.98, -1.92], [-0.64, -5.50, -3.65], [-1.18, -7.85, -1.83], [0.26, -5.02, -0.32], [0.63, -2.73, -1.37], [2.43, -5.89, -0.42], [3.51, -5.01, 0.82], [2.48, -7.74, -0.06], [3.11, -5.64, -2.15], [-0.59, -5.33, 1.83], [-2.31, -4.65, 2.15], [0.55, -4.64, 3.15], [-0.73, -7.19, 2.07], [-3.55, -5.51, -2.47], [-2.85, -4.25, -1.43], [-3.35, -5.80, -0.74], [-1.31, -5.96, -4.38], [0.37, -5.83, -3.87], [-0.67, -4.41, -3.78], [-1.87, -8.27, -2.57], [-1.50, -8.21, -0.84], [-0.19, -8.26, -2.03], [3.29, -5.33, 1.84], [3.35, -3.93, 0.78], [4.57, -5.20, 0.63], [2.21, -7.95, 0.98], [3.49, -8.14, -0.22], [1.79, -8.29, -0.70], [3.05, -4.58, -2.44], [2.54, -6.22, -2.88], [4.16, -5.95, -2.20], [-2.35, -3.57, 2.03], [-2.61, -4.90, 3.17], [-3.04, -5.09, 1.47], [0.75, -3.58, 3.00], [1.50, -5.17, 3.16], [0.08, -4.77, 4.13], [-1.48, -7.61, 1.39], [-1.04, -7.42, 3.09], [0.21, -7.70, 1.88]]
}